# C48H78F3N4O16PSi2

A structure of composition C48H78F3N4O16PSi2 at a distorted geometry (the ωB97M-V functional and the def2-TZVPD basis, the OMol25 dataset).

Output
HOMO energy = -0.2925 Ha
Calculated total energy = -4518.08622 hartree
Gap between HOMO and LUMO = 7.544 eV
M = 1111.30 u
Max |F| = 5.6 eV/A

CARTESIAN COORDINATES (ANGSTROEM)
C -0.421 -2.460 3.563
C -1.114 -1.988 2.115
C 0.136 -1.701 1.042
C -0.043 -2.525 -0.380
Si 0.570 0.163 0.840
C 2.034 0.281 -0.402
C 3.323 -0.486 0.338
N 3.781 -1.722 -0.047
C 1.322 0.704 2.576
C 0.091 1.174 3.554
C 0.086 2.766 3.947
F 0.626 3.175 5.289
C -0.458 3.859 3.096
F -1.264 4.917 3.808
F -0.284 3.988 1.631
O -0.770 1.240 0.558
Si -1.533 1.053 -1.001
N -2.451 -0.520 -1.203
C -2.938 2.428 -1.064
C -3.762 2.570 0.345
C -5.266 1.867 0.146
N -5.564 0.968 1.349
C -4.860 -0.339 1.039
C -5.180 -1.539 2.152
C -5.461 -1.126 3.716
C -5.765 -2.346 4.788
C -5.737 -3.929 4.255
C -5.454 -4.306 2.660
C -5.173 -3.077 1.565
O -4.935 -3.330 0.108
P -0.262 1.452 -2.747
N 0.067 0.057 -3.560
H -1.186 -3.037 4.258
H 0.058 -1.551 4.148
H 0.478 -3.226 3.393
H -1.759 -2.897 1.760
H -1.712 -1.005 2.326
H 1.085 -2.201 1.568
H 0.020 -1.761 -1.275
H -1.169 -2.923 -0.387
H 0.657 -3.458 -0.489
H 1.710 -0.344 -1.364
H 2.316 1.365 -0.740
H 3.854 0.020 1.280
H 3.206 -2.053 -0.853
H 1.849 -0.272 2.983
H 2.086 1.604 2.425
H 0.204 0.580 4.584
H -0.968 0.890 3.137
H -1.936 -1.014 -1.993
H -3.376 -0.259 -1.661
H -2.438 3.483 -1.287
H -3.633 2.199 -1.979
H -3.982 3.733 0.498
H -3.180 2.140 1.266
H -6.125 2.694 0.091
H -5.310 1.289 -0.887
H -6.591 0.849 1.498
H -4.991 -0.710 -0.075
H -3.693 -0.121 1.160
H -5.439 0.024 4.014
H -5.994 -2.076 5.919
H -5.928 -4.809 5.015
H -5.428 -5.428 2.276
H -3.953 -3.415 -0.079
H -0.906 2.443 -3.620
H 0.965 2.069 -2.300
H -0.286 0.172 -4.555
O -9.096 -0.955 2.956
C -9.487 -1.931 3.575
O -8.949 -3.180 3.462
C -9.718 -4.094 4.242
C -10.425 -3.246 5.266
C -10.645 -1.950 4.527
H -10.418 -4.616 3.580
H -9.056 -4.829 4.708
H -11.348 -3.699 5.638
H -9.764 -3.071 6.124
H -11.577 -1.960 3.956
H -10.614 -1.092 5.203
O 1.814 8.226 -2.536
C 1.510 8.001 -1.376
O 0.227 7.927 -0.918
C 0.245 7.762 0.500
C 1.604 7.195 0.817
C 2.476 7.815 -0.245
H 0.082 8.738 0.967
H -0.560 7.085 0.802
H 1.934 7.412 1.836
H 1.590 6.105 0.691
H 2.859 8.792 0.062
H 3.294 7.150 -0.531
O 3.976 -5.048 -2.665
C 5.182 -4.866 -2.671
O 6.084 -5.706 -3.257
C 7.405 -5.245 -2.976
C 7.254 -3.782 -2.648
C 5.892 -3.728 -2.003
H 7.805 -5.820 -2.135
H 8.044 -5.403 -3.850
H 8.055 -3.399 -2.012
H 7.245 -3.193 -3.574
H 5.943 -3.919 -0.928
H 5.390 -2.778 -2.205
O 8.536 -1.043 -2.430
C 7.778 -0.198 -1.984
O 6.417 -0.309 -1.983
C 5.849 0.903 -1.488
C 6.941 1.552 -0.679
C 8.190 1.121 -1.404
H 5.540 1.518 -2.340
H 4.970 0.676 -0.878
H 6.832 2.638 -0.602
H 6.945 1.140 0.338
H 8.446 1.805 -2.218
H 9.032 1.003 -0.718
O 4.140 -7.425 -9.295
C 4.202 -6.941 -8.177
O 5.010 -7.407 -7.180
C 4.746 -6.676 -5.983
C 4.125 -5.381 -6.436
C 3.380 -5.790 -7.682
H 4.068 -7.265 -5.357
H 5.680 -6.512 -5.437
H 3.489 -4.920 -5.677
H 4.913 -4.664 -6.699
H 2.371 -6.144 -7.454
H 3.351 -4.981 -8.416
O -3.764 1.368 5.199
C -4.522 2.213 5.646
O -5.883 2.103 5.647
C -6.451 3.314 6.142
C -5.359 3.964 6.951
C -4.110 3.532 6.226
H -6.760 3.929 5.290
H -7.330 3.087 6.752
H -5.468 5.049 7.027
H -5.355 3.552 7.967
H -3.854 4.216 5.412
H -3.268 3.415 6.912
O 5.882 4.981 -4.376
C 5.901 3.937 -5.006
O 5.720 2.701 -4.453
C 5.914 1.706 -5.456
C 5.687 2.413 -6.767
C 6.169 3.812 -6.475
H 6.932 1.313 -5.367
H 5.204 0.888 -5.306
H 6.203 1.940 -7.607
H 4.615 2.435 -6.996
H 7.243 3.918 -6.653
H 5.606 4.557 -7.043